#one
A cluster of 16 separate species, C32H96O32 in total. Source: OMol25; level of theory: ωB97M-V/def2-TZVPD.

Values from the calculation:
**E_HOMO**: -9.667 eV
**M**: 993.09 Da
**HOMO-LUMO gap**: 9.78 eV

Element x y z (Å)
O  1.89137  -2.66572  -0.41325
O  -6.21316  -3.40603  1.09939
O  1.70620  -6.65638  4.64482
O  -1.57393  -4.02075  -1.25749
O  1.63176  0.03387  3.97029
O  1.08540  -0.36428  0.43777
O  -2.53577  -3.00332  1.20435
O  -1.94722  2.22333  2.52837
O  -1.94995  -0.19461  -6.59703
O  -0.99572  -0.00203  3.73239
O  -2.64459  2.62756  -2.82480
O  -1.10056  0.70171  -1.27093
O  -3.18937  2.28241  0.11672
O  1.27716  -1.20604  7.00885
O  2.41269  8.05365  2.30058
O  -0.53378  -2.65624  4.91348
O  0.84040  -4.25875  -5.19019
O  2.18920  2.79415  -3.94829
O  3.44598  5.83902  1.24739
O  -1.15212  -3.00513  -3.97573
O  -0.69253  -4.80785  1.47644
O  0.87014  -4.00590  3.25249
O  0.38875  1.70083  -6.16750
O  4.57106  -1.27613  -0.46315
O  4.47536  3.10488  1.82368
O  2.50948  -0.56007  -2.57836
O  -0.18502  3.79229  -2.74987
O  0.61330  2.96291  -0.18801
O  -4.54079  0.11595  -5.36591
O  4.25269  1.21141  3.54966
O  -2.46072  0.11227  -3.53702
O  -0.91517  4.81660  1.51994
C  -3.84937  -3.39704  1.60111
C  -3.58023  3.36621  -2.03225
C  0.51083  4.76596  -1.92539
C  -0.98049  -5.28665  -0.92238
C  -1.56531  1.06036  -7.37627
C  -4.61443  -0.76133  -4.28517
C  -1.29226  4.55246  2.88414
C  -1.16497  -0.55791  -0.50962
C  1.64697  6.86574  2.44427
C  -2.35776  3.48251  3.03644
C  2.33203  -0.66408  6.25562
C  0.03586  -2.26996  -4.05881
C  2.00373  -4.38681  4.09208
C  2.52254  -5.75966  3.89773
C  2.18860  -1.05297  4.75851
C  -0.03146  -5.20055  0.26827
C  -3.11334  3.53169  -0.61851
C  4.38169  -2.59554  -0.73727
C  -0.92838  2.10098  -6.52811
C  -3.84477  -0.19930  -3.03196
C  4.16942  0.77418  2.17863
C  3.20657  -3.23507  0.01877
C  -1.94345  -0.74772  4.45388
C  0.80360  -2.84165  -5.21397
C  -4.97578  -2.90491  0.66463
C  -0.34742  -0.45599  0.72030
C  1.35580  4.01252  -0.95053
C  3.70899  1.97494  1.41226
C  1.87846  0.67024  -2.93074
C  2.88186  1.60021  -3.55195
C  -1.69784  -2.18580  4.28803
C  2.60183  5.68006  2.41715
H  -3.67850  4.32851  -2.52817
H  1.29182  0.60313  0.42652
H  -1.53616  -2.41118  3.24559
H  -2.88272  -0.41774  4.14685
H  2.67603  -6.03142  2.81085
H  1.58381  -1.94900  4.67293
H  0.76055  -4.47150  0.00288
H  -3.77742  -0.95803  -2.23299
H  4.21795  -2.69525  -1.80876
H  -0.65309  0.38769  1.44328
H  0.97721  6.78550  1.56206
H  -0.87191  3.04032  -7.13414
H  -0.07682  -4.44995  -5.02757
H  3.59128  -0.18977  2.16783
H  -1.32629  0.93602  3.57842
H  -0.34125  5.30747  -1.43977
H  3.52308  -5.98658  4.25566
H  -3.99920  -2.98561  2.58106
H  1.10218  5.41765  -2.56208
H  1.04405  6.73495  3.32879
H  -4.91380  -1.81668  0.49451
H  -0.91562  0.80193  -8.19044
H  -4.20074  -1.73411  -4.51722
H  -5.66576  -0.73399  -4.08951
H  0.95937  0.57536  -3.55553
H  -0.23651  4.20866  1.18486
H  -2.11000  3.94415  -0.65964
H  0.65558  -2.42278  -3.12867
H  4.74062  2.92983  2.74900
H  -6.72444  -2.74079  1.57444
H  1.98179  -1.15677  -2.04709
H  0.44289  -2.63609  -6.25015
H  -1.56592  2.35048  -5.62636
H  -1.76317  3.04604  -2.75763
H  2.20698  3.55261  -1.41336
H  -0.43416  4.09201  3.40303
H  -2.59922  3.27670  4.08257
H  0.51958  -0.67251  6.72911
H  1.86520  -2.45200  -5.10401
H  2.81685  -3.66217  3.91326
H  -1.62487  5.47674  3.38453
H  -4.25658  0.76762  -2.71647
H  -1.80576  -0.90064  -7.20500
H  -0.42981  -5.73937  -1.75031
H  -0.86072  -1.38290  -1.14747
H  3.79937  1.92860  0.33390
H  3.20464  7.70369  1.83682
H  3.25975  -1.02917  6.70889
H  -1.85056  -3.50330  -0.45682
H  3.21020  -3.05041  1.05448
H  -0.55488  -2.41382  5.84183
H  -2.14235  2.18409  1.54871
H  3.18587  -4.26643  -0.25096
H  3.40936  1.12284  -4.36895
H  -1.62003  0.60666  -2.08342
H  3.66063  1.90118  -2.81422
H  1.66080  4.83116  -0.25316
H  0.53026  -3.26073  3.73332
H  0.45288  -6.15215  0.38781
H  4.15924  -0.78078  -1.20299
H  0.80422  -6.24190  4.74474
H  1.96923  4.79740  2.40903
H  -0.03479  2.55285  -0.78444
H  3.20017  -1.15369  4.41401
H  4.06427  5.10053  1.33047
H  -1.95766  -0.52904  5.51562
H  -3.70314  4.23482  -0.04462
H  -0.52506  -1.42189  1.24223
H  -3.29953  3.68500  2.53624
H  -3.91086  -4.51354  1.64686
H  -1.78205  -5.96962  -0.82249
H  -2.54448  1.46115  -7.70628
H  1.76869  -1.77289  -0.05848
H  -2.19735  -0.82454  -0.16250
H  1.65647  2.49570  -4.71524
H  0.67167  0.08332  3.96408
H  -1.15515  -3.51024  -3.11807
H  -3.62256  0.06230  -5.71238
H  2.33393  0.44763  6.33696
H  0.00439  -4.65597  2.17238
H  0.34719  0.73377  -6.11993
H  -1.86373  -3.73643  1.37793
H  -2.62124  1.63512  -0.35388
H  2.63603  2.01503  1.66622
H  3.34272  1.09140  3.89570
H  -0.14200  -1.18294  -4.15673
H  3.27099  5.70703  3.29503
H  1.78736  -4.37952  5.17666
H  -2.49596  0.94049  -4.02178
H  5.21150  0.61749  1.81658
H  1.36936  1.15471  -2.06163
H  -4.73539  -3.32795  -0.33806
H  -2.65331  -2.71380  4.57793
H  0.53753  3.33957  -3.19797
H  5.28477  -3.12180  -0.41569
H  -4.55982  2.89369  -2.20742


#two
A cluster of 16 separate species, C32H96O32 in total. Source: OMol25; level of theory: ωB97M-V/def2-TZVPD.

Values from the calculation:
**E_HOMO**: -9.553 eV
**M**: 993.09 Da
**HOMO-LUMO gap**: 9.91 eV

Element x y z (Å)
O  1.01883  -4.73203  6.51348
O  -1.17969  3.57154  2.37500
O  2.66254  0.43507  3.73696
O  0.37232  3.82945  -5.20524
O  -0.70103  -5.98463  -0.03624
O  5.65210  -1.86183  -0.47555
O  0.20927  -3.88351  1.70135
O  -4.19111  -2.57909  -1.61422
O  -1.81714  1.07639  3.20713
O  -5.41418  3.70520  1.17953
O  2.84402  3.05110  -1.42144
O  0.23630  1.87417  5.07121
O  1.94502  -1.70924  1.63875
O  1.27174  0.63199  1.06204
O  -3.53241  2.01435  -0.35467
O  1.29692  -2.31459  -5.49863
O  1.56097  2.93830  2.40058
O  -2.00012  -3.93811  -6.66664
O  -1.17289  -1.32277  -6.35883
O  -0.52197  6.19108  3.85040
O  -1.09177  1.26797  -5.14910
O  2.41427  -4.28435  -3.34681
O  6.80735  -4.09731  -1.76570
O  0.45906  4.07331  -2.33656
O  3.73351  4.46885  0.97844
O  -3.08131  -3.79304  1.10737
O  -1.78164  4.54384  -0.21178
O  -4.35832  0.72043  1.69878
O  0.14925  -1.62805  -0.36164
O  -1.36044  -3.72094  3.91087
O  3.34178  -0.02756  -1.15488
O  -3.30769  -0.10939  -2.50901
C  -0.88330  -4.23496  5.11602
C  -0.54258  0.71299  5.25264
C  -0.85209  4.92120  4.37583
C  4.89001  -3.08912  -0.63522
C  3.68012  2.21724  -2.22168
C  3.74248  4.09502  2.35018
C  -2.19240  -1.82288  -5.50445
C  3.14145  -1.64399  2.45587
C  -0.03571  -0.27364  -0.75274
C  -5.41072  1.42552  2.37231
C  0.39777  4.96623  -1.25465
C  0.03125  1.58493  -4.36211
C  -2.20478  -3.30631  -5.40265
C  3.06350  -0.91026  3.78965
C  -0.01539  0.76344  0.34596
C  1.05861  -4.77657  0.98861
C  -1.03750  5.42082  -0.98780
C  -3.85015  1.19855  -2.57826
C  5.42070  -3.87361  -1.86118
C  3.24134  0.78836  -2.32736
C  1.78672  -3.00747  -3.11403
C  -6.15251  2.57046  1.56000
C  -4.48195  1.68647  -1.36349
C  0.89798  2.53334  -5.05582
C  0.53686  -3.94161  5.41565
C  1.88587  -1.96833  -4.27861
C  2.39663  4.01738  2.96948
C  -1.09500  0.10932  3.97885
C  -1.85325  4.21160  3.46999
C  -2.84063  -2.71948  -1.04669
C  0.43071  -5.17117  -0.27703
C  -2.84648  -2.50236  0.44751
H  -1.27184  5.05782  5.39344
H  4.02582  -1.07908  4.32085
H  3.75012  2.55330  -3.25840
H  0.68686  -3.17111  -2.89639
H  4.98823  -4.90167  -1.93402
H  -1.05486  -4.18991  -6.64400
H  1.21232  -5.72093  1.60872
H  -0.87878  0.44764  -5.63263
H  -0.34758  2.02851  -3.38301
H  2.98793  -1.75006  -4.38917
H  5.22018  -3.36197  -2.79399
H  -1.11345  -5.31267  5.23250
H  -3.75851  1.44062  0.39606
H  4.99578  -1.14949  -0.66131
H  -1.37820  1.04267  5.86775
H  -0.43158  3.65364  -5.77840
H  4.90704  -3.59131  0.32459
H  -2.03862  -1.36707  -4.55338
H  3.43992  -2.69901  2.65933
H  -1.01772  6.33556  -0.46842
H  -4.00512  -0.76147  -2.21469
H  -0.37218  6.81762  4.58185
H  1.55681  -0.77486  1.62442
H  -0.06481  4.21531  4.42232
H  -3.15654  -3.66237  -5.03178
H  1.32048  1.48548  1.56684
H  1.08823  1.65383  4.67460
H  -2.56177  4.96653  2.96948
H  -6.22865  0.73479  2.50442
H  -2.29644  -1.87114  -1.52068
H  -1.80108  -2.17610  0.69757
H  -3.80710  0.30722  2.36904
H  4.32936  3.15924  2.42296
H  -2.95226  -3.62326  2.07052
H  -1.51072  5.55560  -1.97387
H  1.92646  2.52413  -4.66458
H  0.94885  -5.65211  6.31209
H  -4.61249  1.32670  -3.37456
H  1.20624  -5.67482  -0.88356
H  -2.00621  3.72846  -0.69674
H  -0.06406  1.71684  -0.15260
H  -5.13143  0.89116  -0.94998
H  3.85499  -2.88619  -0.72432
H  -2.36689  -3.67781  -1.34427
H  1.02041  -1.67984  0.07230
H  0.57091  -2.94968  5.85228
H  -6.92555  2.89719  2.25038
H  4.25614  4.88860  2.88907
H  -4.68863  -3.19044  -1.08920
H  0.70539  0.01012  -1.49669
H  -1.43988  -5.40311  0.33822
H  -0.65743  -3.72223  3.23277
H  0.60522  3.19809  2.67266
H  7.21243  -3.25956  -1.53631
H  3.97380  -1.22655  1.92055
H  -0.85898  0.69515  1.02957
H  -5.12082  2.53256  -1.65607
H  1.14324  5.76143  -1.41233
H  -1.47141  -1.58233  -7.24725
H  2.19881  0.82131  -2.71734
H  -5.00838  1.74956  3.33730
H  0.35374  4.60594  -3.14063
H  1.17089  2.15800  -6.08060
H  -1.45031  -3.69297  -4.69942
H  -6.61160  2.11691  0.71255
H  0.41386  -1.87572  -5.57598
H  -3.64163  -1.75499  0.68516
H  0.70560  4.38920  -0.35576
H  4.66409  2.31046  -1.76122
H  1.96575  -4.31080  0.60650
H  3.34728  0.93302  3.23162
H  2.74078  0.32660  -0.48441
H  0.61909  0.70324  -4.15345
H  0.01711  -0.04885  5.91121
H  0.14070  -4.24938  -0.73768
H  1.87783  5.04046  2.87968
H  -1.31396  1.89566  2.98533
H  1.97984  -4.53117  -4.17253
H  0.51176  -2.98649  1.56822
H  3.59877  3.71938  0.41986
H  3.92528  0.38074  -3.12501
H  -0.32483  -0.37359  3.38149
H  2.18769  -2.47889  -2.22763
H  -0.97512  -0.19574  -1.25644
H  -1.43887  -3.75740  5.95055
H  -2.99518  1.78322  -2.88245
H  -3.16107  -1.46033  -5.82919
H  2.44242  3.93038  4.06146
H  2.00512  3.20692  -1.85054
H  2.38307  -1.45202  4.48224
H  1.17822  -3.97372  4.55427
H  1.43818  -1.05463  -3.80486
H  -4.66263  3.53755  0.59600
H  -2.37484  3.38984  3.98224
H  -1.44902  4.00056  1.54993
H  -1.77115  -0.74764  4.21525


Pick #two: it beats the second-best structure by 0.0117 hartree.


#one
A cluster of 2 separate species, C3H4BrN in total. Source: OMol25; level of theory: ωB97M-V/def2-TZVPD.

Values from the calculation:
**E_HOMO**: -9.154 eV
**SMILES**: C=C=C=N.Br
**M**: 133.98 Da
**HOMO-LUMO gap**: 8.75 eV

Element x y z (Å)
Br  -2.87176  -1.50928  -0.66945
N  0.22735  -1.74569  0.03685
C  0.74586  1.97875  0.28009
C  0.60258  -0.58505  0.22018
C  0.46610  0.70280  0.11768
H  -1.42577  -1.34777  -0.91346
H  -0.05287  2.64861  -0.09253
H  0.68784  -2.54194  0.36389
H  1.62067  2.39958  0.65674


#two
A cluster of 2 separate species, C3H4BrN in total. Source: OMol25; level of theory: ωB97M-V/def2-TZVPD.

Values from the calculation:
**E_HOMO**: -8.900 eV
**M**: 133.98 Da
**HOMO-LUMO gap**: 5.68 eV

Element x y z (Å)
Br  1.81661  1.45128  -0.03872
N  1.40758  -3.44876  -0.05031
C  1.29433  -2.32100  0.12974
C  0.23372  0.60582  -0.44798
C  -1.00126  0.88244  0.29292
H  -0.79713  1.30011  1.27702
H  -1.59722  -0.02482  0.38927
H  -1.61510  1.60791  -0.25545
H  0.25846  -0.05297  -1.29651


#three
A structure of composition C3H4BrN. Source: OMol25; level of theory: ωB97M-V/def2-TZVPD.

Values from the calculation:
**E_HOMO**: -9.603 eV
**M**: 133.98 Da
**HOMO-LUMO gap**: 10.24 eV

Element x y z (Å)
Br  0.97562  -2.17613  0.53309
N  0.21171  1.39813  -0.21529
C  0.12638  -0.66867  -0.04137
C  -0.45138  0.52166  0.75151
C  0.64314  0.40796  -0.89591
H  1.05224  0.33219  -1.98623
H  -0.94298  -1.12120  -0.91924
H  -1.57381  0.76153  0.96152
H  -0.04092  0.54452  1.81192


Pick #one: it beats the second-best structure by 0.0148 hartree.


#one
The molecule C3H4BrN. Source: OMol25; level of theory: ωB97M-V/def2-TZVPD.

Values from the calculation:
**E_HOMO**: -9.577 eV
**SMILES**: CC#CNBr
**M**: 133.98 Da
**HOMO-LUMO gap**: 9.63 eV

Element x y z (Å)
Br  -2.97286  0.01467  1.75455
N  -1.17314  0.16590  2.19605
C  -0.23836  -0.00238  0.73965
C  0.31963  0.06610  -0.31270
C  1.09291  0.09950  -1.53184
H  -0.89576  -0.68901  2.67819
H  1.19800  -0.90286  -1.94567
H  0.58812  0.73742  -2.25612
H  2.08146  0.51065  -1.32210


#two
A structure of composition C3H4BrN. Source: OMol25; level of theory: ωB97M-V/def2-TZVPD.

Values from the calculation:
**E_HOMO (alpha / beta)**: -9.220 / -9.219 eV
**M**: 133.98 Da
**HOMO-LUMO gap (alpha / beta)**: 9.27 / 9.27 eV

Element x y z (Å)
Br  1.91069  -1.34718  -1.62203
N  0.69922  0.13831  -1.41612
C  -0.50029  -0.74155  0.75005
C  -1.35047  -1.59429  0.85379
C  0.40758  0.29451  0.47223
H  -0.22055  -0.08736  -1.62726
H  -2.15649  -2.32470  0.74569
H  -0.03322  1.25086  0.58250
H  1.55514  0.29798  0.77705


Pick #one: it beats the second-best structure by 0.0122 hartree.